{
  "formula": "C60H140N20O20",
  "method": "ωB97M-V/def2-TZVPD",
  "lumo_energy_ev": 0.252,
  "total_charge": 0,
  "e_tot_ev": -135241.5166,
  "gap_ev": 8.99,
  "relative_energy_kcal_mol": 305.9,
  "symbols": ["C", "O", "N", "C", "C", "H", "H", "H", "H", "H", "H", "H", "C", "O", "N", "C", "C", "H", "H", "H", "H", "H", "H", "H", "C", "O", "N", "C", "C", "H", "H", "H", "H", "H", "H", "H", "C", "O", "N", "C", "C", "H", "H", "H", "H", "H", "H", "H", "C", "O", "N", "C", "C", "H", "H", "H", "H", "H", "H", "H", "C", "O", "N", "C", "C", "H", "H", "H", "H", "H", "H", "H", "C", "O", "N", "C", "C", "H", "H", "H", "H", "H", "H", "H", "C", "O", "N", "C", "C", "H", "H", "H", "H", "H", "H", "H", "C", "O", "N", "C", "C", "H", "H", "H", "H", "H", "H", "H", "C", "O", "N", "C", "C", "H", "H", "H", "H", "H", "H", "H", "C", "O", "N", "C", "C", "H", "H", "H", "H", "H", "H", "H", "C", "O", "N", "C", "C", "H", "H", "H", "H", "H", "H", "H", "C", "O", "N", "C", "C", "H", "H", "H", "H", "H", "H", "H", "C", "O", "N", "C", "C", "H", "H", "H", "H", "H", "H", "H", "C", "O", "N", "C", "C", "H", "H", "H", "H", "H", "H", "H", "C", "O", "N", "C", "C", "H", "H", "H", "H", "H", "H", "H", "C", "O", "N", "C", "C", "H", "H", "H", "H", "H", "H", "H", "C", "O", "N", "C", "C", "H", "H", "H", "H", "H", "H", "H", "C", "O", "N", "C", "C", "H", "H", "H", "H", "H", "H", "H", "C", "O", "N", "C", "C", "H", "H", "H", "H", "H", "H", "H"],
  "positions_angstrom": [[-0.812, 2.704, -7.138], [0.408, 2.600, -7.367], [-1.481, 1.734, -6.470], [-2.942, 1.922, -6.403], [-0.866, 0.673, -5.782], [-1.405, 3.547, -7.600], [-3.454, 1.698, -5.441], [-3.416, 1.428, -7.250], [-3.154, 3.020, -6.432], [-1.400, 0.418, -4.868], [-0.892, -0.237, -6.411], [0.185, 0.829, -5.503], [-6.543, 1.904, 5.498], [-6.917, 0.774, 5.303], [-5.317, 2.139, 5.977], [-4.899, 3.466, 6.313], [-4.348, 1.140, 6.139], [-7.141, 2.823, 5.305], [-4.507, 3.408, 7.332], [-5.673, 4.206, 6.218], [-4.118, 3.850, 5.653], [-4.347, 0.635, 7.126], [-4.335, 0.500, 5.280], [-3.432, 1.748, 6.110], [-4.074, 2.977, 3.162], [-3.026, 2.395, 3.344], [-4.271, 4.301, 3.285], [-5.557, 4.968, 3.170], [-3.162, 5.176, 3.615], [-5.045, 2.488, 2.975], [-5.541, 5.403, 2.160], [-5.639, 5.736, 3.906], [-6.362, 4.295, 3.323], [-2.341, 4.498, 3.945], [-2.764, 5.681, 2.731], [-3.378, 5.890, 4.396], [6.654, 0.365, 1.094], [6.481, -0.769, 1.518], [5.768, 1.039, 0.326], [4.540, 0.398, -0.089], [6.085, 2.404, -0.145], [7.529, 0.978, 1.364], [4.116, 1.159, -0.697], [3.923, 0.124, 0.808], [4.607, -0.487, -0.697], [5.319, 3.090, 0.326], [7.088, 2.713, 0.175], [5.974, 2.533, -1.228], [4.016, -7.061, 1.200], [5.139, -7.466, 0.922], [2.996, -6.756, 0.397], [1.729, -6.338, 0.981], [3.128, -6.747, -1.028], [3.899, -6.841, 2.207], [0.864, -6.992, 0.763], [1.336, -5.384, 0.496], [1.828, -6.216, 2.047], [4.130, -7.044, -1.213], [2.438, -7.405, -1.499], [2.930, -5.801, -1.467], [-0.499, -3.658, 3.739], [0.405, -4.357, 3.348], [-0.516, -3.152, 5.013], [0.626, -3.419, 5.916], [-1.455, -2.070, 5.407], [-1.369, -3.298, 3.122], [0.293, -3.838, 6.868], [1.250, -2.499, 5.980], [1.274, -4.186, 5.411], [-1.987, -1.672, 4.547], [-2.229, -2.358, 6.079], [-0.818, -1.266, 5.833], [-3.459, -1.378, -5.018], [-4.280, -0.459, -5.171], [-3.011, -2.179, -5.980], [-2.036, -3.198, -5.764], [-3.764, -2.205, -7.232], [-3.013, -1.502, -4.070], [-2.494, -4.201, -5.921], [-1.597, -3.079, -4.785], [-1.252, -3.134, -6.546], [-4.571, -1.529, -7.093], [-3.218, -1.893, -8.127], [-4.195, -3.167, -7.509], [3.000, 0.219, -6.596], [3.278, 0.100, -5.434], [3.537, -0.438, -7.652], [4.677, -1.354, -7.510], [3.034, -0.242, -9.019], [2.118, 0.794, -6.882], [5.428, -1.086, -8.255], [4.411, -2.375, -7.791], [5.168, -1.217, -6.514], [3.835, 0.165, -9.659], [2.664, -1.226, -9.425], [2.176, 0.458, -9.053], [0.342, -1.174, -2.992], [-0.757, -1.659, -3.064], [1.474, -1.890, -2.785], [2.816, -1.259, -2.738], [1.496, -3.380, -3.003], [0.478, -0.107, -2.965], [3.379, -1.373, -3.654], [3.435, -1.628, -1.949], [2.657, -0.188, -2.539], [0.550, -3.834, -2.828], [1.777, -3.514, -4.025], [2.246, -3.769, -2.345], [2.536, 2.999, 2.280], [3.631, 2.870, 1.732], [1.401, 3.408, 1.625], [0.172, 3.658, 2.338], [1.433, 3.780, 0.244], [2.244, 2.669, 3.272], [-0.069, 4.778, 2.443], [0.324, 3.270, 3.373], [-0.657, 3.184, 1.881], [1.132, 4.870, 0.059], [2.420, 3.615, -0.103], [0.825, 3.119, -0.459], [-5.522, 0.703, 0.111], [-4.418, 1.217, 0.237], [-6.179, -0.129, 0.968], [-7.427, -0.784, 0.674], [-5.628, -0.359, 2.248], [-6.080, 0.830, -0.786], [-7.704, -0.552, -0.349], [-8.171, -0.329, 1.353], [-7.306, -1.814, 0.878], [-6.092, 0.161, 3.110], [-5.664, -1.442, 2.454], [-4.571, -0.100, 2.336], [8.112, -0.512, -2.211], [9.082, 0.183, -1.945], [7.982, -1.794, -1.710], [6.629, -2.366, -1.836], [8.959, -2.272, -0.678], [7.276, -0.199, -2.876], [6.633, -3.371, -2.180], [5.937, -1.717, -2.313], [6.159, -2.419, -0.867], [8.787, -3.373, -0.653], [9.955, -2.036, -0.992], [8.752, -1.859, 0.356], [3.509, 1.979, 5.543], [2.734, 2.216, 6.474], [3.707, 0.779, 5.024], [4.343, 0.561, 3.734], [3.012, -0.358, 5.660], [4.149, 2.780, 5.100], [5.054, -0.317, 3.710], [4.910, 1.393, 3.469], [3.618, 0.469, 2.958], [3.000, -0.259, 6.750], [1.967, -0.416, 5.244], [3.469, -1.335, 5.489], [-3.328, -2.185, 1.113], [-2.955, -2.217, 2.278], [-2.569, -2.741, 0.062], [-3.073, -2.886, -1.261], [-1.176, -3.047, 0.278], [-4.314, -1.803, 0.810], [-3.317, -3.888, -1.579], [-2.353, -2.404, -1.933], [-4.033, -2.317, -1.326], [-0.927, -2.432, 1.131], [-1.016, -4.098, 0.498], [-0.495, -2.738, -0.535], [0.698, 3.063, -4.083], [0.623, 2.335, -3.105], [1.866, 3.646, -4.413], [2.059, 4.383, -5.654], [3.093, 3.069, -3.858], [-0.150, 3.350, -4.747], [2.323, 3.598, -6.378], [2.846, 5.097, -5.586], [1.103, 4.831, -6.054], [2.857, 2.554, -2.917], [3.571, 2.310, -4.498], [3.764, 3.866, -3.600], [-2.197, 4.809, -2.971], [-2.672, 4.485, -4.107], [-2.847, 4.664, -1.804], [-4.203, 4.040, -1.952], [-2.214, 4.865, -0.504], [-1.145, 5.107, -2.789], [-4.355, 3.484, -2.847], [-5.003, 4.727, -1.943], [-4.193, 3.254, -1.155], [-1.174, 5.129, -0.782], [-2.777, 5.609, 0.023], [-2.254, 3.951, 0.122], [-8.727, -0.644, -2.915], [-9.667, -1.467, -3.048], [-7.488, -0.844, -3.444], [-7.279, -1.926, -4.312], [-6.487, 0.214, -3.433], [-8.847, 0.236, -2.339], [-7.319, -2.851, -3.711], [-6.350, -1.780, -4.820], [-8.119, -2.077, -4.966], [-6.863, 1.019, -2.705], [-5.541, -0.188, -3.136], [-6.341, 0.619, -4.443], [-0.562, 2.312, 7.787], [-1.564, 1.846, 7.266], [0.343, 1.650, 8.559], [1.387, 2.351, 9.336], [0.161, 0.238, 8.769], [-0.210, 3.331, 7.746], [1.244, 2.226, 10.458], [1.281, 3.415, 9.116], [2.329, 2.018, 9.016], [0.970, -0.259, 8.237], [0.207, 0.019, 9.877], [-0.757, -0.152, 8.384], [3.608, -3.139, 1.193], [3.836, -3.012, -0.036], [4.401, -3.614, 2.170], [4.000, -3.598, 3.518], [5.764, -4.146, 1.963], [2.632, -2.813, 1.586], [4.208, -4.592, 3.991], [2.903, -3.429, 3.645], [4.452, -2.783, 4.078], [6.508, -3.633, 2.590], [5.795, -5.180, 2.331], [6.005, -4.196, 0.922], [0.025, 0.364, 2.556], [1.041, 0.261, 3.215], [-0.016, 0.430, 1.178], [-1.239, 0.755, 0.496], [1.215, 0.168, 0.380], [-0.990, 0.372, 2.990], [-2.010, 0.974, 1.238], [-1.534, 0.010, -0.199], [-1.161, 1.630, -0.146], [2.005, 0.744, 0.757], [1.472, -0.892, 0.281], [0.997, 0.601, -0.613]],
  "forces_ev_per_a": [[1.82, -1.16, -0.93], [-1.25, 0.47, 0.28], [-1.80, 2.75, -0.10], [-0.46, 1.51, 0.64], [0.81, -1.95, 0.18], [0.23, -0.83, 0.78], [0.94, -0.64, -0.67], [-0.25, -0.15, 0.22], [0.30, -0.75, -0.49], [-0.13, 0.25, 0.03], [0.12, 0.10, 0.20], [-0.33, 0.38, -0.30], [0.57, 0.10, 0.40], [-1.11, -0.86, -0.68], [-1.63, 1.94, -0.42], [0.76, 0.35, 0.38], [2.05, 0.23, 0.61], [0.03, -0.27, 0.09], [-0.04, 0.54, -0.01], [-0.76, 0.04, 0.30], [0.31, -0.41, 0.15], [-0.33, -0.02, -0.63], [-0.10, -0.78, -0.13], [0.20, -0.93, 0.05], [-0.91, -0.01, 0.48], [0.26, -0.13, -0.34], [0.35, 1.07, 0.70], [1.29, -0.18, -1.42], [1.46, -1.42, -0.36], [0.18, -0.39, -0.23], [-0.78, 0.18, 0.30], [0.05, 0.61, 0.50], [-0.79, -0.77, -0.18], [-0.46, 0.57, 0.00], [-0.23, 0.25, -0.02], [-0.32, 0.14, 0.17], [-0.49, 0.22, 0.07], [0.05, 0.04, -0.14], [1.57, -0.18, -0.25], [-0.26, 0.24, 1.25], [-1.46, 0.52, 0.92], [0.10, -0.14, -0.09], [-1.28, 0.49, -0.37], [0.49, 0.42, -0.91], [0.72, -0.46, -0.06], [0.96, -0.56, -0.47], [-0.27, -0.28, -0.15], [0.26, -0.43, 0.10], [1.97, -0.26, -0.94], [-0.38, -0.09, -1.04], [-1.36, 0.36, 0.27], [-1.06, 1.09, -1.30], [0.18, -0.44, 0.44], [-1.28, 0.44, 2.32], [0.70, -0.48, 0.18], [1.01, -0.67, 0.79], [-0.08, 0.20, 0.24], [0.86, -0.29, -0.57], [-0.55, -0.97, -0.30], [0.01, 1.27, -0.04], [-0.82, 1.50, 1.17], [0.61, -0.93, -1.00], [-0.38, 0.16, 0.23], [0.41, -0.31, -1.53], [1.60, 0.29, -0.76], [0.67, -0.46, 0.47], [0.07, 0.44, 0.02], [-0.53, -0.53, 0.47], [-0.74, 0.66, 0.50], [0.25, -0.05, -0.32], [-0.29, -0.54, 0.92], [-0.66, -0.25, -0.09], [-1.05, 1.89, -0.54], [0.49, -1.24, -0.08], [-0.97, -0.41, -1.41], [0.32, -0.97, -0.90], [0.33, 0.02, -0.40], [0.89, -0.46, 1.27], [0.23, 0.45, 0.44], [0.17, -0.14, 0.26], [-0.17, 0.15, 0.48], [-0.70, 0.64, -0.07], [0.42, 0.17, 0.34], [0.20, -0.41, 0.56], [-1.23, -0.56, -1.35], [1.03, -0.16, 1.24], [0.40, -0.12, -0.31], [0.39, 0.90, 0.10], [-0.39, -0.48, 0.05], [-0.11, 0.56, -0.38], [0.10, 0.25, -0.04], [-0.20, -0.10, 0.63], [-0.80, -0.48, -0.77], [-0.30, -0.27, 0.14], [0.50, 0.90, 0.25], [0.52, -0.31, 0.32], [2.16, -0.25, 1.04], [-1.89, -0.89, -0.66], [0.64, -0.90, -0.27], [-1.16, 0.81, -0.12], [0.24, 2.28, 0.28], [0.34, 0.86, -0.13], [-0.20, 0.03, -0.43], [-0.12, -0.67, 0.77], [0.12, -0.23, -0.31], [-0.79, -0.13, 0.26], [0.30, -0.46, -0.79], [0.39, -0.34, 0.36], [-0.56, -0.21, -1.93], [-0.91, 0.24, 0.93], [0.11, 0.30, 0.15], [0.90, 1.43, 1.84], [-1.18, 0.49, -1.49], [0.53, 0.00, 0.69], [0.47, -1.38, -0.31], [-0.48, 0.20, -0.66], [-0.84, -0.62, -0.43], [0.40, -1.39, 0.39], [1.14, 0.22, -0.33], [0.21, 0.72, 1.16], [0.14, -0.74, 0.47], [-0.47, -0.14, 0.53], [1.37, 1.39, -0.68], [-0.34, 2.17, 0.34], [0.82, -0.85, 2.24], [-0.67, 0.22, -1.11], [-0.11, -0.35, -0.12], [-0.09, -0.56, -0.31], [-0.20, -1.21, -0.05], [-0.39, -0.22, -0.66], [-0.11, 0.32, 0.20], [-0.04, 0.14, -0.52], [1.19, -0.95, 1.06], [-0.69, 0.12, -0.44], [-0.58, 1.43, -0.44], [0.97, -0.04, 2.14], [-2.22, -0.59, 0.12], [0.34, -0.10, 0.21], [0.04, -0.75, -0.88], [-0.15, 0.50, -1.24], [0.02, -0.15, 0.79], [0.45, 0.71, 0.16], [0.44, 0.13, -0.17], [0.10, -0.27, -1.21], [-0.28, 1.16, 0.82], [0.56, 0.01, -0.43], [0.16, -2.11, 0.11], [0.60, -1.71, 0.76], [-1.13, 0.07, -0.39], [-0.36, -0.33, -0.04], [-0.95, 0.77, 0.29], [1.02, 1.60, -0.27], [-0.73, -0.45, -0.48], [-0.16, 0.42, -0.28], [0.87, 0.10, 0.60], [0.43, 0.38, -0.51], [1.55, -1.81, -1.01], [-0.30, 0.62, -0.67], [-1.04, 0.84, 1.53], [-1.15, 1.78, -0.68], [0.20, 0.40, 0.43], [0.24, -0.08, -0.23], [0.25, -0.61, 0.11], [-0.33, -0.37, -0.16], [0.57, -0.30, -0.05], [0.60, -0.20, 0.46], [0.12, -0.17, 0.14], [-0.69, -0.08, -0.07], [0.44, 0.63, 0.03], [-0.95, -0.55, 0.14], [0.58, 0.03, -0.10], [-1.60, -1.47, -1.10], [-0.40, -0.44, 0.74], [0.20, -0.11, 0.53], [0.19, 0.64, -0.30], [0.46, 0.66, 0.31], [1.04, -0.34, 0.75], [-0.10, 0.20, -0.34], [-0.28, 0.47, -0.12], [0.55, 0.41, -0.12], [-0.48, -1.50, -2.07], [1.53, 1.31, 2.94], [-1.66, -0.72, -1.68], [1.80, -1.41, 2.18], [0.01, -0.87, -1.06], [-0.19, 0.21, -0.56], [0.74, -0.18, -0.99], [-0.82, 1.01, 0.66], [-0.76, 0.83, -0.26], [-0.51, 0.11, 0.90], [0.18, 0.78, 0.41], [0.21, 0.23, -0.53], [-1.09, -3.36, -1.29], [1.92, 1.72, 0.25], [-1.05, 2.13, 1.07], [-0.50, -1.94, 0.51], [-1.41, 1.13, 0.69], [-0.02, 1.27, 0.68], [0.57, 0.03, -0.27], [0.47, -0.21, -0.41], [-0.32, 0.30, -0.72], [0.76, -1.01, -1.18], [0.56, -0.03, 0.41], [-0.14, 0.13, 0.31], [0.72, -0.65, 0.89], [0.61, 0.27, 0.12], [-0.97, 0.23, 0.32], [-2.23, 0.17, 0.60], [1.15, -0.29, 1.40], [-0.42, 1.03, -0.54], [0.10, -0.10, -1.35], [0.21, -0.06, 0.00], [1.40, -0.41, -0.27], [0.18, -0.44, 0.24], [0.07, 0.04, -1.14], [-0.67, 0.24, -0.28], [0.06, 0.51, -1.72], [0.07, -0.62, 2.22], [1.14, -0.22, -1.67], [-1.73, -0.50, 1.77], [-0.51, -0.46, 0.88], [0.01, -0.08, 0.13], [0.02, 0.86, -0.20], [0.64, -0.23, -0.46], [0.53, -0.11, 0.15], [-0.32, 0.40, -0.58], [-0.23, 0.04, -0.13], [0.20, 0.40, -0.54], [-0.52, -0.09, -1.56], [0.28, -0.12, 0.05], [1.25, -0.53, 0.91], [-0.21, 0.71, 0.46], [-2.27, 0.44, -0.71], [0.14, 0.27, 0.10], [-0.12, -0.26, -0.21], [-0.51, -1.19, -0.38], [0.39, 0.52, 0.10], [1.19, 0.52, 0.78], [-0.09, 0.13, 0.16], [0.17, -0.43, 0.20]],
  "lowdin_charge": [-0.31, -0.05, -0.17, -0.05, -0.06, 0.16, 0.08, 0.09, 0.08, 0.09, 0.10, 0.08, -0.37, 0.01, -0.20, -0.05, -0.06, 0.14, 0.11, 0.08, 0.07, 0.12, 0.09, 0.06, -0.36, 0.02, -0.20, -0.04, -0.05, 0.13, 0.10, 0.08, 0.07, 0.09, 0.08, 0.09, -0.34, -0.01, -0.15, -0.04, -0.04, 0.14, 0.07, 0.09, 0.05, 0.08, 0.09, 0.08, -0.36, 0.00, -0.16, -0.05, -0.03, 0.10, 0.09, 0.10, 0.07, 0.08, 0.08, 0.06, -0.33, -0.02, -0.16, -0.04, -0.03, 0.11, 0.09, 0.07, 0.08, 0.06, 0.07, 0.09, -0.31, -0.06, -0.17, -0.05, -0.03, 0.11, 0.10, 0.06, 0.10, 0.07, 0.09, 0.09, -0.34, 0.00, -0.19, -0.04, -0.05, 0.11, 0.08, 0.09, 0.10, 0.09, 0.10, 0.09, -0.34, -0.03, -0.12, -0.05, 0.00, 0.11, 0.07, 0.03, 0.08, 0.07, 0.08, 0.06, -0.28, -0.01, -0.18, -0.06, -0.06, 0.11, 0.11, 0.10, 0.04, 0.11, 0.06, 0.09, -0.31, 0.00, -0.20, -0.02, -0.08, 0.09, 0.07, 0.11, 0.08, 0.08, 0.10, 0.08, -0.34, -0.01, -0.16, -0.06, -0.02, 0.13, 0.08, 0.05, 0.05, 0.09, 0.07, 0.09, -0.36, -0.02, -0.14, -0.05, -0.04, 0.15, 0.10, 0.06, 0.05, 0.08, 0.08, 0.06, -0.26, -0.01, -0.17, -0.07, -0.04, 0.11, 0.08, 0.05, 0.10, 0.06, 0.09, 0.09, -0.35, -0.03, -0.16, -0.06, -0.04, 0.13, 0.07, 0.07, 0.11, 0.07, 0.08, 0.08, -0.30, -0.06, -0.16, -0.01, -0.04, 0.13, 0.06, 0.07, 0.08, 0.08, 0.07, 0.08, -0.32, -0.02, -0.20, -0.06, -0.06, 0.11, 0.11, 0.06, 0.09, 0.10, 0.06, 0.09, -0.32, 0.00, -0.19, -0.05, -0.05, 0.12, 0.11, 0.08, 0.05, 0.08, 0.11, 0.07, -0.29, -0.05, -0.16, -0.08, -0.01, 0.13, 0.11, 0.08, 0.07, 0.10, 0.08, 0.08, -0.31, 0.01, -0.14, -0.07, -0.01, 0.14, 0.07, 0.07, 0.08, 0.03, 0.09, 0.08]
}